# 1
C4H15NO2 | ωB97M-V with the def2-TZVPD basis set

Last column: Mulliken charge in e.
Geometry (Å):
C 0.08041 -1.84700 0.81912  -1.1091
C -1.07073 -1.06715 0.15779  -0.4487
N -0.70164 0.28583 -0.27213  -0.0779
C -1.84685 0.95743 -0.91027  -1.0809
C -0.30674 1.07846 0.89067  -1.1850
H -0.29529 -2.83039 1.13306  0.4036
H 0.98771 -1.83987 0.21380  0.2489
H 0.25879 -1.40204 1.82510  0.2992
H -1.81585 -0.92349 0.96535  0.2985
H -1.53912 -1.61156 -0.67434  0.3873
H -2.67930 1.16637 -0.24420  0.3683
H -2.22782 0.31474 -1.70106  0.3361
H -1.48612 1.90024 -1.31273  0.3527
H -1.10310 1.16209 1.65195  0.4024
H 0.65358 0.66212 1.28109  0.3623
H 0.02619 2.09038 0.64267  0.3549
H 2.51218 0.48085 -0.41669  0.4278
H 3.84201 0.38729 0.49450  0.2583
O 2.89788 0.25186 0.47508  -0.6607
H 0.73014 0.51372 -1.18798  0.5414
H 1.49819 -0.30897 -2.09734  0.3444
O 1.58547 0.57910 -1.73344  -0.8238

Calculated values
Energy above the lowest of the compared OMol25 structures with the same formula, charge and spin ... 24.09 kcal/mol
Highest occupied orbital energy ... -9.47 eV
Gap between HOMO and LUMO ... 10.36 eV
Electronic energy ... -366.61277 hartree

---

# 2
C5H7NO | ωB97M-V with the def2-TZVPD basis set

Last column: Mulliken charge in e.
Geometry (Å):
O 1.95126 1.20531 -1.37794  -0.4123
C 0.80395 0.96824 -1.34779  0.6106
C 1.58121 -0.94728 0.72245  -0.4103
N 0.37881 -1.28638 0.52708  -0.3793
C -0.63132 -0.35500 0.99107  -0.5823
C -1.35918 0.28723 -0.20223  -0.3688
C -0.48175 0.70409 -1.36402  -0.6234
H 2.38948 -1.56150 0.32570  0.2876
H 1.86803 -0.02488 1.25113  0.2883
H -0.20153 0.42686 1.64157  0.3438
H -1.36914 -0.90884 1.58365  0.3374
H -1.92098 1.15306 0.17305  0.2905
H -2.09770 -0.41997 -0.59247  0.2982
H -0.91834 0.76162 -2.35595  0.3198

Calculated values
Energy above the lowest of the compared OMol25 structures with the same formula, charge and spin ... 46.66 kcal/mol
Highest occupied orbital energy ... -8.81 eV
Gap between HOMO and LUMO ... 9.67 eV
Electronic energy ... -324.65011 hartree

---

# 3
C19H19IMnN2O2 | ωB97M-V with the def2-TZVPD basis set

Last column: Löwdin spin population.
Geometry (Å):
C 3.15297 4.11843 0.17837  0.0039
C 4.19431 3.09193 -0.30722  0.0021
H 2.82797 4.76580 -0.64000  0.0015
H 3.59396 4.75540 0.96117  0.0002
H 2.27508 3.63596 0.61188  0.0011
H 3.78423 2.36910 -1.01436  0.0018
H 5.01787 3.60644 -0.81198  0.0000
H 4.61006 2.53130 0.53046  0.0001
C -2.48797 1.62359 -1.48658  0.0110
C -3.69634 1.50506 -2.17436  0.0011
C -3.86904 0.42407 -3.04674  0.0039
C -2.86743 -0.53474 -3.17516  0.0010
H -2.29062 2.44017 -0.80585  0.0022
H -4.48300 2.23570 -1.99758  0.0002
H -4.78152 0.31104 -3.61986  0.0002
H -2.98773 -1.44346 -3.77345  0.0003
N -1.52434 0.70294 -1.63388  0.0421
C -1.66798 -0.35712 -2.46754  0.0082
C -0.56259 -1.33322 -2.47527  0.0082
N 0.48170 -1.07536 -1.63441  0.0401
C 1.50350 -1.96438 -1.55464  0.0101
C 0.48641 -3.37948 -3.20854  0.0045
C 1.55610 -3.10495 -2.36124  0.0005
H 2.29192 -1.75773 -0.82793  0.0009
H 2.41692 -3.77230 -2.29552  0.0001
C -0.60638 -2.51973 -3.23194  0.0003
H -1.50904 -2.72411 -3.80205  0.0001
H 0.48493 -4.24493 -3.85237  0.0003
Mn 0.30572 0.84862 -0.52255  4.5811
I 1.24433 2.61139 -1.88401  0.1211
O 1.10149 0.00479 1.14871  0.0573
C -0.07249 0.00305 1.69435  0.0284
O -1.03708 0.59971 1.08731  0.0555
C -0.29181 -0.67784 2.97322  0.0015
C 0.66329 -0.56318 3.98640  0.0034
C 0.34111 -1.02351 5.26121  -0.0003
C -0.90713 -1.63485 5.46840  0.0029
C -1.79497 -1.87548 4.40769  -0.0003
C -1.48651 -1.37232 3.14247  0.0032
H 1.62334 -0.09958 3.75242  0.0003
H 1.04353 -0.88649 6.08750  -0.0001
H -1.19966 -1.92259 6.47606  0.0002
H -2.72458 -2.43582 4.54647  -0.0001
H -2.15255 -1.48134 2.29097  0.0002

Calculated values
Expectation value of S² ... 8.7577
Highest occupied orbital energy (spin up / spin down) ... -7.59 / -8.03 eV
Gap between HOMO and LUMO (spin up / spin down) ... 6.89 / 7.25 eV
Electronic energy ... -2444.21374 hartree
Multiplicity ... 6

---

# 4
C20H24N2O2 | ωB97M-V with the def2-TZVPD basis set

Last column: Mulliken charge in e.
Geometry (Å):
O 0.38731 2.38514 2.09669  -0.3794
O 1.86499 -0.09708 0.00283  -0.4324
C -3.48962 2.03790 3.47789  -0.4139
C -0.64095 -4.93323 -0.32271  -0.4431
C -3.28500 2.43921 2.08418  -0.6200
C -2.38814 1.85883 4.30621  -0.4228
C 0.51996 -4.34509 0.09659  -0.7367
C -1.65774 -4.14793 -1.05858  -0.6684
C -1.97261 2.60286 1.61487  -0.1295
C -1.07360 2.07298 3.91272  -0.3943
C 0.73116 -3.01320 -0.25647  -0.0340
C -1.44803 -2.81455 -1.40661  -0.6975
C -0.89328 2.46774 2.57094  0.3859
C -0.18074 -2.22139 -1.05546  0.5442
N 0.04775 -0.84731 -1.39548  0.6192
N 0.99815 1.21381 -1.67932  0.1295
C 3.64867 -0.09378 -2.45078  -1.3492
C 0.76222 1.08783 1.76183  -0.6944
C -0.95794 -0.05269 -2.04732  -0.8838
C -0.36652 1.33887 -2.10222  -0.2271
C 1.35853 2.08900 -0.58676  -1.1160
C 1.31090 -0.13657 -1.31348  -0.2042
C 2.20152 -0.70190 -2.44499  -0.3506
C 1.74930 1.19331 0.54343  0.3695
H -4.45372 1.96631 4.02842  0.3155
H -0.95470 -5.98763 -0.21955  0.3100
H -4.19378 2.47123 1.42820  0.3174
H -2.52695 1.64527 5.33760  0.3666
H 1.28379 -4.78062 0.71350  0.4101
H -2.63476 -4.46946 -1.25210  0.4110
H -1.60306 2.94890 0.65444  0.3884
H -0.19304 2.21432 4.55146  0.4079
H 1.65627 -2.62624 0.14783  0.3204
H -2.20924 -2.26230 -1.96377  0.3337
H 4.19613 -0.31276 -1.52498  0.2609
H 3.56486 0.99761 -2.46900  0.2689
H 4.20398 -0.34643 -3.31683  0.4997
H -0.08932 0.40180 1.55673  0.4539
H 1.31552 0.58942 2.60876  0.2612
H -1.74609 -0.08318 -1.27694  0.5279
H -1.28428 -0.48741 -3.03971  0.2767
H -0.95331 1.97620 -1.40843  -0.0500
H -0.42916 1.80033 -3.12205  0.3520
H 0.65463 2.82037 -0.24946  0.3463
H 2.37364 2.68605 -0.75674  0.2568
H 2.30832 -1.80680 -2.41259  0.3204
H 1.78656 -0.36156 -3.32829  0.3470
H 2.70142 1.62379 0.96550  0.4461

Calculated values
Energy above the lowest of the compared OMol25 structures with the same formula, charge and spin ... 115.73 kcal/mol
Highest occupied orbital energy ... -7.53 eV
Gap between HOMO and LUMO ... 8.28 eV
Electronic energy ... -1036.39326 hartree

---

# 5
C5H10ClNS | ωB97M-V with the def2-TZVPD basis set

Last column: Mulliken charge in e.
Geometry (Å):
C -0.88847 0.76293 -0.39387  0.7208
C -0.67534 0.25864 1.08410  -1.2030
C 0.24018 -0.74730 0.49254  0.8222
C 1.60429 -1.09906 1.18903  -0.8658
C 0.26837 -0.10054 -0.84968  -0.9935
H -0.79581 2.26202 -1.72641  0.2411
H -1.82328 2.51032 -0.49452  0.2880
H -1.89827 0.21636 -0.81811  0.1917
H -1.63087 -0.02910 1.56041  0.2668
H -0.23881 0.98123 1.79005  0.3037
H -0.30412 -1.72413 0.41045  0.2576
H 1.57128 -0.96217 2.23657  0.3860
H 1.87772 -2.17151 1.09340  0.3642
H 1.22132 0.44586 -1.02944  0.2595
H -0.85571 -1.70906 -2.18323  0.0961
N -0.88980 2.13339 -0.71225  -0.7374
S 0.20830 -0.97342 -2.42096  -0.1848
Cl 3.00902 -0.05446 0.77193  -0.2131

Calculated values
Energy above the lowest of the compared OMol25 structures with the same formula, charge and spin ... 21.24 kcal/mol
Highest occupied orbital energy ... -9.20 eV
Gap between HOMO and LUMO ... 10.03 eV
Electronic energy ... -1109.60064 hartree

---

# 6
C9H10S | ωB97M-V with the def2-TZVPD basis set

Last column: Löwdin spin population.
Geometry (Å):
C -1.59081 -2.04982 -1.66808  0.1458
C -1.01535 -2.60558 -0.53796  0.1630
C -1.38792 -0.71787 -2.02519  0.2410
C -0.20215 -1.85477 0.31630  0.2597
C -0.58599 0.03158 -1.19168  0.1830
C -0.03322 -0.55758 -0.05940  0.3573
C -0.04754 1.43100 -1.10334  0.0503
C 0.75258 1.19260 0.19527  0.1441
C 1.63052 1.77380 2.72948  0.0304
S 0.22985 2.09696 1.61756  0.3136
H -2.21561 -2.67158 -2.29568  0.0047
H -1.19961 -3.64613 -0.31060  0.0086
H -1.84897 -0.31176 -2.91335  0.0251
H 0.24740 -2.28941 1.19525  0.0261
H 0.58260 1.71982 -1.94639  0.0229
H -0.81884 2.19010 -0.97021  0.0077
H 1.82731 1.11298 0.11414  0.0054
H 1.37552 2.20657 3.69151  0.0004
H 2.52657 2.24862 2.33618  0.0045
H 1.77364 0.70046 2.82618  0.0063

Calculated values
Energy above the lowest of the compared OMol25 structures with the same formula, charge and spin ... 54.73 kcal/mol
Expectation value of S² ... 2.0114
Highest occupied orbital energy (spin up / spin down) ... -3.38 / -8.26 eV
Gap between HOMO and LUMO (spin up / spin down) ... 3.95 / 5.04 eV
Electronic energy ... -746.86738 hartree
Multiplicity ... 3